Entry 1:
Entry from the OMol25 dataset: 2 unconnected molecules or ions with the total composition C3H13N2Si (ωB97M-V/def2-TZVPD).

```
19
Properties=species:S:1:pos:R:3:nbo_charge:R:1
C 1.62197 -2.20288 0.85278 -1.122
C 1.00490 0.04917 2.69969 -1.062
C 0.02917 0.27856 -0.30742 -0.048
N -1.97318 2.13967 -2.91932 -1.081
N -0.78979 0.11165 -1.32650 -0.643
Si 0.31249 -1.00469 1.21209 1.301
H 1.77342 -2.04091 -0.25942 0.250
H 2.49076 -1.77469 1.43519 0.261
H 1.35496 -3.20513 1.13420 0.274
H 0.94937 -0.60683 3.59802 0.265
H 2.05363 0.29147 2.69826 0.259
H 0.29581 0.90018 2.73424 0.238
H 0.55925 1.23421 -0.28491 0.213
H -1.24188 2.55121 -3.55572 0.401
H -2.14822 2.86002 -2.17159 0.401
H -1.51010 -0.62140 -1.35941 0.414
H -1.14229 0.89139 -2.07303 0.455
H -2.74607 1.84385 -3.42128 0.396
H -0.89422 -1.69486 1.31413 -0.174
```

Properties
Gap between HOMO and LUMO (eV): 9.5
Net charge: +1
Total energy (eV): -14172.6168
F_max (eV/Å): 4.501
HOMO energy (eV): -14.1



Entry 2:
Entry from the OMol25 dataset: a molecular structure, C5H11N2O (ωB97M-V/def2-TZVPD).

```
19
Properties=species:S:1:pos:R:3:nbo_charge:R:1
C 0.33319 -0.00782 0.78256 0.523
C 0.33379 -2.02036 1.98023 -0.412
C 0.09690 1.42340 -0.85427 -0.258
C 1.51428 1.32629 -0.50548 -0.220
C -1.50552 -0.27706 -1.04890 0.116
N -0.52960 0.31518 -0.12675 -0.427
N 1.33001 0.83959 0.93252 -0.607
O -2.12588 -1.46340 -0.80083 -0.670
H 1.23316 -1.64622 2.53124 0.226
H -0.94348 -2.09512 2.38442 0.305
H -0.23540 2.43587 -0.53117 0.236
H 0.02148 1.26701 -1.88678 0.230
H 2.03685 0.50858 -0.91144 0.197
H 2.21102 2.19927 -0.52815 0.249
H -1.14441 -0.30301 -2.05190 0.182
H -2.34927 0.41095 -1.06563 0.180
H 2.18645 0.70895 1.48963 0.436
H 0.55174 -2.39221 0.93198 0.226
H -3.01532 -1.22988 -0.72126 0.488
```

Properties
Gap between HOMO and LUMO (eV): 9.7
Net charge: +1
Total energy (eV): -10379.2158
F_max (eV/Å): 6.119
HOMO energy (eV): -14.1